{"formula": "C2H6I2N2OP", "method": "ωB97M-V/def2-TZVPD", "homo_lumo_gap_ev": 8.53, "e_tot_ha": -1200.9623, "relative_energy_kj_mol": 142.0, "total_charge": 1, "largest_force_ev_per_a": 3.9, "elements": ["C", "C", "N", "N", "O", "P", "I", "I", "H", "H", "H", "H", "H", "H"], "xyz": [[1.85635, 0.22115, -0.28514], [-0.50993, -0.19921, -0.07665], [0.66217, 0.30308, -0.95198], [-1.33602, 0.91077, 0.59244], [1.82768, -0.11978, 0.86787], [-0.21303, -1.60593, 1.26356], [3.51587, 0.89598, -1.32353], [0.21778, 1.28961, -2.68334], [-1.34011, -0.47879, -0.73423], [-1.52252, 1.61012, -0.03162], [-0.85645, 1.24949, 1.35960], [-2.28969, 0.65046, 0.73570], [-1.06197, -2.54439, 0.58112], [1.04988, -2.18255, 0.68620]]}